(1)
Molecular formula: C3H6N2OS
Method: DFT, ωB97M-V/def2-TZVPD

Calculated values
HOMO level ... -9.1624 eV
ΔE to the lowest compared entry with this formula, charge and spin ... 104.58 kJ/mol
Orbital gap ... 9.19 eV
SMILES ... [H]/N=C(/N)CC(O)=S
LUMO energy ... 0.0 eV

Geometry as XYZ:
```
13
Properties=species:S:1:pos:R:3:forces:R:3:mulliken_charge:R:1
H -1.505452 0.090729 -1.940276 0.504 0.885 0.676 0.230
N -1.085973 0.949520 -1.519378 -0.865 -1.054 -0.588 -0.772
C -0.683069 0.789037 -0.320358 0.444 -0.055 -1.379 0.629
N -0.133595 1.858967 0.301262 1.560 1.119 1.648 -0.466
C -0.652513 -0.540467 0.412006 0.842 -0.158 -0.002 -0.737
C 0.763891 -1.092232 0.459139 0.722 1.461 1.292 0.397
O 0.995845 -1.934572 -0.497024 -1.329 -0.699 -1.267 -0.372
S 1.994793 -0.652374 1.486909 -0.995 -0.056 -0.299 -0.304
H 0.083589 2.692803 -0.274718 -0.426 -1.152 0.491 0.274
H 0.546729 1.692543 1.078966 -1.054 0.122 -1.121 0.206
H -0.989074 -0.421379 1.424962 -0.308 0.018 0.451 0.288
H -1.246421 -1.257513 -0.138530 -0.311 -0.050 0.034 0.289
H 1.911250 -2.175063 -0.472960 1.214 -0.380 0.064 0.339
```
Forces are in eV/Å.



(2)
Molecular formula: C3H6N2OS
Method: DFT, ωB97M-V/def2-TZVPD

Calculated values
HOMO level ... -7.4177 eV
ΔE to the lowest compared entry with this formula, charge and spin ... 436.65 kJ/mol
Orbital gap ... 8.13 eV
LUMO energy ... 0.7 eV

Geometry as XYZ:
```
13
Properties=species:S:1:pos:R:3:forces:R:3:mulliken_charge:R:1
C -0.174255 -1.716294 0.340795 -0.502 -0.348 -1.674 -0.241
C -0.289997 0.582939 0.499493 2.686 -1.878 -0.486 0.359
C -0.274793 0.872721 -0.978913 -3.256 -0.428 -0.619 -0.831
N 1.256663 -1.461787 0.168949 1.900 -0.167 -0.203 -0.098
N 1.666484 -0.352740 0.230167 -1.917 0.501 0.442 -0.203
O -0.741275 -0.624535 0.905376 -1.262 2.220 1.632 -0.371
S -0.163975 1.884211 1.732770 -0.883 -1.224 -0.300 -0.207
H -0.570714 -1.815160 -0.704168 0.400 -0.686 0.829 0.284
H -0.289765 -2.581105 0.980622 -0.341 -0.133 -0.099 0.292
H 0.622081 1.457984 -1.153658 -0.318 0.188 -0.696 0.371
H -1.309592 1.320581 -1.319799 2.101 0.052 0.605 0.282
H -0.336006 -0.087635 -1.589952 0.817 1.152 0.894 0.247
H 0.605144 2.520821 0.888318 0.574 0.752 -0.327 0.117
```
Forces are in eV/Å.



(3)
Molecular formula: C3H6N2OS
Method: DFT, ωB97M-V/def2-TZVPD

Calculated values
HOMO level ... -8.3848 eV
ΔE to the lowest compared entry with this formula, charge and spin ... 544.04 kJ/mol
Orbital gap ... 8.94 eV
SMILES ... C=CN(S)/C=N\O
LUMO energy ... 0.6 eV

Geometry as XYZ:
```
13
Properties=species:S:1:pos:R:3:forces:R:3:mulliken_charge:R:1
C 2.466584 0.107169 0.154391 1.701 -1.276 0.142 -0.847
C 1.275988 -0.512960 0.055460 1.201 0.108 0.001 0.333
N -0.014622 0.080787 0.150963 0.318 -2.520 -0.996 -0.027
S -0.074961 1.758545 -0.301838 0.443 0.277 -0.407 -0.175
C -0.943242 -0.895817 -0.310891 0.125 -0.623 0.045 0.286
N -2.198380 -0.717106 -0.265724 -0.355 1.745 0.801 -0.394
O -2.497121 0.695589 0.397273 -3.272 -4.104 -1.041 -0.508
H 3.419596 -0.522063 0.135696 -1.684 0.519 -0.202 0.195
H 2.787498 1.147341 0.317263 -1.186 -0.362 -0.058 0.293
H 1.198396 -1.628438 -0.184512 0.560 1.867 0.692 0.041
H -1.339242 2.056834 0.068679 0.537 -0.272 0.058 0.221
H -0.570046 -2.041897 -0.651728 -1.140 3.569 0.871 0.218
H -3.510448 0.472010 0.434969 2.750 1.072 0.094 0.362
```
Forces are in eV/Å.



(4)
Molecular formula: C3H6N2OS
Method: DFT, ωB97M-V/def2-TZVPD

Calculated values
HOMO level ... -8.6330 eV
ΔE to the lowest compared entry with this formula, charge and spin ... 161.03 kJ/mol
Orbital gap ... 9.17 eV
SMILES ... [H]/N=C1/NS[C@H](C)O1
LUMO energy ... 0.5 eV

Geometry as XYZ:
```
13
Properties=species:S:1:pos:R:3:forces:R:3:mulliken_charge:R:1
H -2.854639 0.604464 -0.641678 0.126 -0.264 0.496 0.288
N -2.583398 -0.192571 -0.053214 -0.644 -0.028 -0.230 -0.708
C -1.347081 -0.360425 -0.105791 1.138 0.238 -0.328 0.517
N -0.606492 -1.380724 0.525493 -0.663 0.752 -0.093 -0.361
S 0.836409 -1.682448 -0.376323 -0.027 -0.493 -0.095 -0.058
C 0.876956 0.078500 -0.668937 0.547 1.450 0.737 0.243
C 1.446346 0.911809 0.515712 -0.703 -0.373 -0.088 -1.135
O -0.499857 0.484353 -0.790183 0.094 -0.792 -0.072 -0.435
H -1.190267 -2.171412 0.746476 0.099 -0.229 -0.013 0.330
H 1.386453 0.314546 -1.605227 -0.146 -0.220 0.049 0.351
H 1.049715 1.914452 0.375735 0.199 0.220 -0.024 0.300
H 0.952526 0.517889 1.411850 0.339 0.099 0.022 0.321
H 2.533334 0.961566 0.666081 -0.359 -0.359 -0.361 0.346
```
Forces are in eV/Å.



(5)
Molecular formula: C3H6N2OS
Method: DFT, ωB97M-V/def2-TZVPD

Calculated values
HOMO level ... -8.6907 eV
ΔE to the lowest compared entry with this formula, charge and spin ... 227.71 kJ/mol
Orbital gap ... 9.34 eV
SMILES ... SNC1=NCCO1
LUMO energy ... 0.7 eV

Geometry as XYZ:
```
13
Properties=species:S:1:pos:R:3:forces:R:3:mulliken_charge:R:1
S -1.757858 0.487357 2.727378 1.841 0.982 -1.749 -0.129
N -1.442892 0.823260 0.986519 1.651 -1.589 3.634 -0.370
C -0.520061 0.273333 0.135399 -2.192 0.897 -1.210 0.689
N -0.610014 0.465821 -1.131515 1.481 -0.038 0.485 -0.612
C 0.687548 -0.107826 -1.593778 0.181 0.403 -1.558 -0.317
C 1.120555 -1.031953 -0.466744 1.609 -0.003 -0.536 -0.279
O 0.448047 -0.462651 0.600148 0.096 0.143 3.491 -0.377
H -0.754932 1.340126 3.240263 -1.139 -0.861 -0.548 0.154
H -2.180299 1.271957 0.574852 -1.813 1.335 -1.350 0.276
H 1.490277 0.634558 -1.830294 -0.746 0.006 0.572 0.215
H 0.497854 -0.541652 -2.567343 0.118 -0.707 -0.027 0.289
H 0.837447 -2.050508 -0.503139 -0.801 -1.184 -0.633 0.249
H 2.184329 -1.101823 -0.171745 -0.288 0.616 -0.570 0.213
```
Forces are in eV/Å.



(6)
Molecular formula: C3H6N2OS
Method: DFT, ωB97M-V/def2-TZVPD

Calculated values
HOMO level ... -9.1182 eV
ΔE to the lowest compared entry with this formula, charge and spin ... 267.07 kJ/mol
Orbital gap ... 8.15 eV
SMILES ... CNNC(=S)C=O
LUMO energy ... -1.0 eV

Geometry as XYZ:
```
13
Properties=species:S:1:pos:R:3:forces:R:3:mulliken_charge:R:1
C -0.311362 1.433782 1.011105 1.927 0.206 0.792 -0.706
N -0.056827 1.188680 -0.397094 0.177 0.798 0.344 -0.536
N -0.730489 0.051459 -0.795274 -0.155 -1.392 -1.407 0.005
C -0.300037 -1.236480 -0.713018 -1.107 0.717 -0.293 0.262
S -1.086138 -2.607205 -1.221102 0.249 0.924 0.003 -0.289
C 1.020440 -1.473394 -0.106624 1.227 -0.021 0.685 -0.016
O 1.949823 -0.698451 -0.059170 -0.452 -0.263 -0.216 -0.470
H 0.096049 0.611683 1.663149 -0.169 0.660 -0.399 0.267
H 0.196842 2.408032 1.310543 -0.938 -1.196 -0.321 0.292
H -1.367850 1.420828 1.143372 -0.799 0.498 0.296 0.293
H 0.931695 1.148216 -0.601373 -0.009 -0.299 -0.013 0.325
H -1.421984 0.242046 -1.510131 -0.249 -0.215 0.302 0.210
H 1.079838 -2.489197 0.275616 0.299 -0.417 0.227 0.363
```
Forces are in eV/Å.



(7)
Molecular formula: C3H6N2OS2
Method: DFT, ωB97M-V/def2-TZVPD

Calculated values
HOMO level ... -8.3126 eV
ΔE to the lowest compared entry with this formula, charge and spin ... 460.83 kJ/mol
Orbital gap ... 8.36 eV
LUMO energy ... 0.0 eV

Geometry as XYZ:
```
14
Properties=species:S:1:pos:R:3:forces:R:3:mulliken_charge:R:1
C 1.105706 0.698531 0.282092 -0.799 1.968 -0.879 0.108
C 0.667181 -0.749686 -0.000328 1.157 2.419 -0.219 0.034
C -0.037999 -0.947559 -1.295913 -0.841 0.339 -2.286 -0.050
H 0.709617 0.659665 2.388289 -0.070 0.018 -1.309 0.238
H 0.871068 2.175533 1.601050 0.510 0.415 0.037 0.200
H 1.685406 -1.141448 0.046540 -0.387 -1.260 -0.271 0.341
H -1.581200 -0.705863 0.801407 1.769 -0.776 0.426 0.220
H 0.549657 -1.549354 -2.068760 -1.416 0.716 0.978 0.311
H -3.075304 0.205534 -1.041994 5.810 0.972 0.873 0.388
N 0.931018 1.181203 1.525427 -0.104 -0.541 0.586 -0.369
N -1.231585 -0.551718 -1.664730 1.980 -0.317 0.060 -0.407
O -1.856074 0.405866 -0.814439 -4.906 -1.834 -0.971 -0.444
S 1.657170 1.729569 -0.950742 -0.475 -1.294 1.088 -0.291
S -0.394661 -1.410274 1.192102 -2.228 -0.824 1.886 -0.280
```
Forces are in eV/Å.



(8)
Molecular formula: C3H6N2OS2
Method: DFT, ωB97M-V/def2-TZVPD

Calculated values
HOMO level ... -9.0577 eV
ΔE to the lowest compared entry with this formula, charge and spin ... 529.88 kJ/mol
Orbital gap ... 9.32 eV
SMILES ... C=NS/C(CS)=N\O
LUMO energy ... 0.3 eV

Geometry as XYZ:
```
14
Properties=species:S:1:pos:R:3:forces:R:3:mulliken_charge:R:1
C -0.842322 0.093571 2.872843 -1.322 1.259 -0.633 -0.203
N -0.192391 -0.025563 1.785147 0.559 -0.151 0.812 -0.423
S -0.924155 -0.494610 0.329590 1.145 0.044 -0.529 0.005
C 0.541222 -0.383427 -0.846492 -1.513 0.073 1.221 0.447
C 0.291346 0.062368 -2.216605 -0.496 1.768 -1.772 -0.650
S -0.759353 1.712791 -2.237642 -1.788 -2.305 0.043 -0.205
N 1.743274 -0.645983 -0.662692 2.176 -0.087 2.037 -0.250
O 2.269349 -0.933377 0.598675 -2.219 0.658 1.647 -0.410
H -1.933725 0.094976 2.949319 -0.165 -0.711 -0.508 0.197
H -0.493936 0.566664 3.788086 1.241 -0.489 -0.210 0.254
H 1.247476 0.064778 -2.872853 -1.506 0.692 1.524 0.340
H -0.343003 -0.563838 -2.768868 -1.071 -1.156 -0.540 0.290
H -2.208340 1.072288 -2.106004 3.410 1.250 -0.311 0.150
H 1.604558 -0.620639 1.387496 1.550 -0.845 -2.779 0.458
```
Forces are in eV/Å.



(9)
Molecular formula: C3H6N2S
Method: DFT, ωB97M-V/def2-TZVPD

Calculated values
HOMO level ... -8.9758 eV
ΔE to the lowest compared entry with this formula, charge and spin ... 189.00 kJ/mol
Orbital gap ... 9.61 eV
SMILES ... [H]/N=C\N(S)C=C
LUMO energy ... 0.6 eV

Geometry as XYZ:
```
12
Properties=species:S:1:pos:R:3:forces:R:3:mulliken_charge:R:1
H 2.276761 0.770744 0.016401 0.385 0.078 -0.181 0.265
N 2.506773 -0.219094 -0.077353 -0.647 0.572 0.063 -0.652
C 1.451329 -0.907472 -0.147233 -0.463 -0.045 0.558 0.200
N 0.074272 -0.567635 -0.143470 -0.027 0.375 0.090 -0.075
S -1.100150 -1.754035 -0.171145 -0.299 -0.880 -0.083 -0.192
C -0.339631 0.759241 -0.097167 0.930 0.432 -0.024 0.311
C -1.551492 1.309084 -0.108726 0.305 -0.561 -0.046 -0.975
H 1.538097 -1.960143 -0.114812 0.133 -1.217 -0.315 0.406
H -1.357287 -1.889059 1.153190 0.160 0.150 -0.124 0.151
H 0.585923 1.328844 -0.050236 -0.635 0.748 -0.028 0.014
H -1.604486 2.376564 -0.092937 -0.061 0.400 0.054 0.251
H -2.480111 0.752960 -0.166516 0.218 -0.051 0.036 0.296
```
Forces are in eV/Å.



(10)
Molecular formula: C3H6N2S
Method: DFT, ωB97M-V/def2-TZVPD

Calculated values
HOMO level ... -8.3592 eV
ΔE to the lowest compared entry with this formula, charge and spin ... 137.82 kJ/mol
Orbital gap ... 9.00 eV
SMILES ... NC(=S)N1CC1
LUMO energy ... 0.6 eV

Geometry as XYZ:
```
12
Properties=species:S:1:pos:R:3:forces:R:3:mulliken_charge:R:1
N -1.346657 1.477720 0.049480 -0.546 0.934 -1.337 -0.460
C -1.052588 0.153906 -0.118996 -1.655 -1.388 -0.302 0.216
S -2.227807 -1.073381 0.048123 1.168 1.302 0.047 -0.341
N 0.217170 -0.095892 -0.554901 1.091 -0.354 0.555 -0.243
C 0.961358 -1.289188 -0.101776 -1.388 0.217 -0.183 -0.424
C 1.349645 0.042957 0.368813 0.627 0.239 0.013 -0.311
H -0.874220 2.124911 -0.623573 -0.196 -0.914 1.041 0.260
H -2.362572 1.623377 -0.017450 0.684 -0.092 0.428 0.292
H 0.376291 -1.956165 0.512850 0.099 -0.028 0.224 0.281
H 1.537425 -1.739884 -0.871377 0.380 -0.365 -0.499 0.242
H 2.254495 0.420640 -0.098825 -0.163 0.374 0.284 0.234
H 1.167455 0.311001 1.407635 -0.102 0.075 -0.272 0.255
```
Forces are in eV/Å.